i | Molecular formula: C3H10N2S
Method: DFT, ωB97M-V with the def2-TZVPD basis set

Geometry as ORCA input:
```
! RIJCOSX wB97M-V def2-TZVPD def2/J DEFGRID3
* xyz 0 1
C -1.875 -0.052 0.612
C -0.383 0.256 0.512
C 0.514 -0.985 0.153
H -3.074 -0.196 -1.097
H -1.869 -1.486 -0.904
H -2.457 0.936 0.700
H -2.187 -0.796 1.510
H -0.064 0.430 1.517
H 0.708 1.843 -0.183
H -0.654 1.415 -1.147
H 0.213 -1.170 -0.891
H 0.549 -1.889 0.919
H 2.927 -1.595 -0.275
N -2.150 -0.572 -0.704
N -0.320 1.552 -0.177
S 2.105 0.021 -0.103
*
```

ii | Molecular formula: C3H10N2S
Method: DFT, ωB97M-V with the def2-TZVPD basis set

Geometry as ORCA input:
```
! RIJCOSX wB97M-V def2-TZVPD def2/J DEFGRID3
* xyz 0 1
N 0.324 -1.633 -1.049
C -0.044 -0.845 -0.088
C 1.117 0.512 -0.059
S 0.707 1.604 1.166
C -1.406 -0.168 -0.311
N -2.467 -1.160 -0.319
H 4.150 0.243 -2.599
H 3.655 -0.152 -2.205
H 0.957 -2.352 -0.679
H -0.034 -1.187 0.948
H 1.123 0.911 -1.060
H 2.035 -0.004 0.168
H -1.441 0.502 0.546
H -1.404 0.479 -1.194
H -3.335 -0.892 -0.761
H -2.146 -2.038 -0.695
*
```

Which of them is most stable? Easy: i.

i | Molecular formula: C3H8FNO
Method: DFT, ωB97M-V with the def2-TZVPD basis set

Geometry as ORCA input:
```
! RIJCOSX wB97M-V def2-TZVPD def2/J DEFGRID3
* xyz 0 1
C -1.026 -0.460 0.136
C 0.205 0.171 -0.379
C 1.486 -0.443 0.131
H -3.003 -0.149 0.044
H -2.085 1.242 -0.013
H -0.911 -0.443 1.231
H -1.209 -1.463 -0.218
H 0.152 0.294 -1.502
H 1.507 -0.526 1.207
H 1.724 -1.451 -0.310
H 2.604 1.181 0.103
N -2.182 0.304 -0.333
O 2.609 0.299 -0.293
F 0.131 1.443 0.197
*
```

Summary:
SMILES = NC[C@@H](F)CO

ii | Molecular formula: C3H8FNO
Method: DFT, ωB97M-V with the def2-TZVPD basis set

Geometry as ORCA input:
```
! RIJCOSX wB97M-V def2-TZVPD def2/J DEFGRID3
* xyz 0 1
C -2.033 0.927 -0.229
C 0.713 -1.268 0.766
C 1.620 -0.588 0.090
N -2.012 -0.240 0.189
O 1.974 -0.762 -1.171
F -2.243 -1.166 -0.812
H -2.185 1.382 -1.187
H -1.985 1.653 0.541
H 0.677 2.573 -2.223
H 0.332 -2.218 0.494
H 0.451 -0.937 1.796
H 2.329 0.178 0.515
H 0.674 2.360 -3.035
H 1.577 -1.615 -1.375
*
```

Which of them is most stable? Easy: i.